{
  "formula": "C16H31O16PSi2",
  "method": "ωB97M-V/def2-TZVPD",
  "species": ["O", "P", "O", "O", "Si", "O", "Si", "H", "H", "H", "H", "H", "H", "H", "C", "C", "C", "O", "C", "O", "O", "H", "H", "H", "H", "H", "H", "C", "C", "C", "O", "C", "O", "O", "H", "H", "H", "H", "H", "H", "C", "C", "C", "O", "C", "O", "O", "H", "H", "H", "H", "H", "H", "C", "C", "C", "O", "C", "O", "O", "H", "H", "H", "H", "H", "H"],
  "positions_angstrom": [[-2.12832, 4.48617, -2.34459], [-2.36189, 3.07700, -1.97146], [-3.29692, 2.28156, -3.00505], [-3.13710, 2.78172, -0.62391], [-0.32616, 2.09379, -1.88661], [-0.21694, 1.02795, -0.64350], [0.94773, 0.86541, 0.51899], [-3.34709, 2.80533, -3.81832], [-2.88937, 3.42616, 0.07186], [0.63841, 3.19918, -1.74945], [-0.06736, 1.39660, -3.16831], [1.46202, -0.51796, 0.49065], [2.06904, 1.78986, 0.24545], [0.35509, 1.16953, 1.83135], [-0.95391, -4.37375, 3.31968], [-0.10255, -3.30565, 3.96443], [-0.45163, -1.87616, 3.59860], [0.81429, -1.21274, 3.69716], [1.77950, -2.13429, 3.45192], [2.91821, -1.87101, 3.23162], [1.26409, -3.37570, 3.49266], [-1.97401, -4.01790, 3.16859], [-0.53995, -4.65284, 2.35417], [-0.99951, -5.27294, 3.93176], [-0.06656, -3.41285, 5.05165], [-1.16232, -1.40801, 4.27403], [-0.80984, -1.79982, 2.56829], [3.43935, -4.34213, 0.11350], [2.48389, -5.50777, -0.01896], [2.01915, -5.80776, -1.43085], [0.70414, -6.35527, -1.21214], [0.23731, -5.84708, -0.05819], [-0.88390, -5.92538, 0.33762], [1.22287, -5.22327, 0.62352], [4.07624, -4.27598, -0.76990], [2.87622, -3.41369, 0.20558], [4.07438, -4.43679, 0.99182], [2.88075, -6.40745, 0.45816], [2.63354, -6.53153, -1.95838], [1.94140, -4.90171, -2.02959], [2.65037, 0.51468, -5.24463], [2.59556, -0.51227, -4.13715], [3.93003, -0.86995, -3.50931], [3.72546, -2.23001, -3.10769], [2.78003, -2.76328, -3.91698], [2.52044, -3.92331, -3.96756], [2.17799, -1.80206, -4.63911], [3.44283, 1.23846, -5.04973], [2.85272, 0.02113, -6.19452], [1.71241, 1.05876, -5.33438], [1.87529, -0.22992, -3.36610], [4.19319, -0.26903, -2.64348], [4.73857, -0.84143, -4.24440], [-4.25118, 8.26872, 3.15888], [-4.18838, 7.25792, 2.03648], [-5.07846, 6.03957, 2.20239], [-4.33902, 5.02461, 1.50978], [-3.03822, 5.37288, 1.53884], [-2.14132, 4.64783, 1.22079], [-2.88543, 6.63145, 1.96765], [-5.25733, 8.30376, 3.57835], [-3.55381, 7.98799, 3.94724], [-3.99360, 9.26808, 2.81543], [-4.35924, 7.72510, 1.06443], [-6.06445, 6.13925, 1.75897], [-5.16673, 5.74824, 3.25193]],
  "forces_ev_per_angstrom": [[-0.20, 0.00, -0.02], [0.28, 0.12, -0.01], [0.05, 0.08, -0.11], [-0.07, 0.09, -0.06], [-0.26, -0.08, -0.19], [0.27, 0.16, -0.09], [0.01, -0.18, 0.30], [-0.08, -0.14, 0.05], [0.15, -0.10, 0.15], [0.07, -0.01, 0.10], [-0.03, 0.00, -0.02], [-0.05, -0.03, -0.02], [-0.02, 0.04, -0.06], [0.00, -0.01, 0.01], [0.06, -0.10, 0.06], [-0.04, 0.03, -0.02], [0.01, 0.00, -0.04], [-0.02, 0.03, -0.12], [-0.06, 0.00, 0.06], [0.07, 0.01, -0.03], [0.04, -0.06, 0.08], [0.00, 0.02, 0.02], [-0.08, 0.09, -0.06], [0.03, 0.00, 0.00], [0.00, 0.01, 0.00], [0.05, 0.03, 0.03], [-0.03, -0.02, 0.00], [-0.01, 0.00, 0.05], [0.07, 0.00, -0.04], [0.00, 0.02, 0.09], [0.01, 0.08, -0.10], [0.06, 0.04, 0.20], [-0.09, -0.10, -0.16], [0.04, 0.00, 0.05], [0.01, 0.00, 0.00], [0.00, 0.01, -0.09], [-0.05, 0.03, 0.04], [0.03, -0.02, -0.04], [-0.06, -0.07, 0.02], [-0.06, -0.05, -0.02], [-0.07, -0.02, -0.04], [0.04, 0.02, 0.04], [-0.01, -0.04, -0.06], [0.08, 0.02, -0.04], [-0.02, -0.02, 0.08], [0.02, 0.01, -0.06], [-0.08, 0.07, -0.04], [-0.01, 0.02, 0.01], [0.10, 0.01, 0.02], [-0.02, -0.04, -0.02], [0.01, 0.03, 0.04], [-0.04, -0.03, 0.04], [0.01, 0.04, 0.01], [0.07, 0.02, 0.00], [-0.09, 0.00, -0.02], [0.05, 0.02, 0.05], [0.03, -0.05, 0.07], [-0.03, 0.18, 0.00], [-0.12, -0.14, -0.11], [0.07, 0.05, 0.00], [-0.01, 0.02, -0.01], [-0.07, -0.06, 0.04], [0.05, -0.02, 0.00], [-0.04, -0.01, 0.00], [0.03, -0.02, -0.08], [-0.03, 0.01, 0.01]],
  "e_homo_ev": -9.77,
  "orbital_gap_ev": 10.27,
  "total_energy_ev": -74904.2914,
  "charge": 0
}